This record from the Open Molecules 2025 dataset describes a cluster of 3 separate species, C3H11N3S in total in a non-equilibrium geometry. The level of theory is ωB97M-V with the def2-TZVPD basis set.

ORCA input file:
```
! wB97M-V def2-TZVPD RIJCOSX def2/J DEFGRID3
* xyz 2 1
C -5.1621 2.0966 -4.5292
C 2.1971 -0.2440 2.8923
C 3.4638 -0.4151 0.8757
N -5.8758 1.5504 -3.6407
N 0.6833 -1.4060 0.6190
N 2.3670 0.0181 1.5855
S -4.2800 2.8500 -5.5820
H 2.2250 0.6010 3.5157
H 1.1208 -0.4798 3.2819
H 2.8863 -1.0258 3.2360
H 3.0942 -0.7031 -0.0848
H 4.0349 0.5575 0.7937
H 4.1145 -1.1310 1.3155
H -6.1133 0.5345 -3.6417
H -6.0043 1.7620 -2.6576
H 0.2123 -0.9959 1.3961
H 0.3987 -1.2079 -0.3743
H 0.6373 -2.3613 0.9990
*
```

The value obtained for the HOMO-LUMO gap (alpha / beta) is 7.97 / 7.97 eV. As for the HOMO energy (alpha / beta): -16.74 / -16.74 eV.


This record from the Open Molecules 2025 dataset describes a cluster of 2 separate species, C5H14NO in total in a non-equilibrium geometry. The level of theory is ωB97M-V with the def2-TZVPD basis set.

ORCA input file:
```
! wB97M-V def2-TZVPD RIJCOSX def2/J DEFGRID3
* xyz 1 1
C 0.8633 -0.2242 -2.8261
C 0.5757 1.2365 -2.3662
C -0.3746 1.4550 -1.2162
C 0.0627 0.9026 0.1094
C -0.4318 -0.1313 0.7808
N 0.0466 -0.3990 2.1632
H 0.0096 -0.8774 -2.6719
H 1.7549 -0.6541 -2.3436
H 1.0713 -0.2547 -3.8770
H 0.1474 1.7437 -3.2556
H 1.5333 1.6862 -2.0811
H -1.4480 1.2406 -1.3372
H -0.4741 2.5196 -0.9830
H 1.1290 1.1572 0.2745
H -1.2405 -0.7632 0.4460
H -0.0640 0.4626 2.7093
H 1.0752 -0.5083 2.2498
H -0.3847 -1.1504 2.7816
H -0.6366 -2.8635 4.0728
H -2.0637 -2.4450 3.6569
O -1.1511 -2.1329 3.7134
*
```

The value obtained for the HOMO-LUMO gap is 10.75 eV. As for the HOMO energy: -14.02 eV.


This record from the Open Molecules 2025 dataset describes a structure of composition C42H49BF4MoN8O2Se2. The level of theory is ωB97M-V with the def2-TZVPD basis set.

ORCA input file:
```
! wB97M-V def2-TZVPD RIJCOSX def2/J DEFGRID3
* xyz 2 3
Mo -0.2021 -0.3453 -0.2606
C 4.6817 -0.7753 -5.1287
C 5.4360 -0.7596 -3.8294
C 6.7936 -1.0612 -3.7725
C 7.4903 -1.0291 -2.5742
C 6.8437 -0.6731 -1.3982
C 5.4969 -0.3501 -1.4305
C 4.8052 -0.4131 -2.6360
N 3.4184 -0.0574 -2.6692
C 2.4420 -0.6259 -1.9305
N 2.7799 -1.7723 -1.3122
C 2.0619 -2.5441 -0.3846
C 0.8102 -2.1750 0.1019
C 0.1927 -3.0551 1.0061
C 0.8087 -4.2096 1.4494
C 2.0698 -4.5315 0.9580
C 2.7104 -3.7234 0.0369
C 4.0711 -4.0942 -0.4881
N 1.2292 -0.1042 -1.8520
C 1.0770 1.2201 -2.4183
C 1.6763 2.1947 -1.7513
C 1.7260 3.6394 -2.0442
C -0.1904 3.9990 -3.9284
C -0.5289 2.5319 -4.1939
C 0.0475 1.2358 -3.5111
C 0.3544 0.1667 -4.5531
H 5.2715 -1.2453 -5.9130
H 4.4468 0.2418 -5.4584
H 3.7372 -1.3148 -5.0388
H 7.3092 -1.3333 -4.6852
H 8.5433 -1.2759 -2.5599
H 7.3877 -0.6273 -0.4646
H 4.9796 -0.0341 -0.5309
H 3.1657 0.7737 -3.1812
H 3.7217 -2.0804 -1.5027
H -0.8040 -2.8237 1.3648
H 0.3246 -4.8524 2.1735
H 2.5688 -5.4305 1.2982
H 4.4003 -5.0397 -0.0639
H 4.8250 -3.3449 -0.2277
H 4.0725 -4.2068 -1.5761
H 2.3000 1.9231 -0.9106
H 1.7642 4.1749 -1.0935
H -0.0923 4.7735 -4.6755
H -0.8222 2.3406 -5.2223
H -0.4680 0.0698 -5.2617
H 0.5242 -0.8085 -4.0993
H 1.2499 0.4490 -5.1125
C -0.6801 -0.8834 3.5606
Se -1.4578 0.1358 2.1022
C -3.2338 -0.6874 2.0680
C -4.3272 0.3627 2.0662
Se -4.1740 1.6372 0.6014
C -4.9080 0.4797 -0.7740
H -0.7630 -1.9518 3.3911
H -1.2158 -0.5892 4.4593
H 0.3609 -0.5828 3.6330
H -3.2766 -1.3165 2.9587
H -3.2993 -1.3277 1.1900
H -4.3479 0.9316 2.9937
H -5.2942 -0.1303 1.9590
H -5.8952 0.1343 -0.4766
H -4.2472 -0.3608 -0.9787
H -4.9988 1.0818 -1.6748
F 1.1546 0.8150 0.6517
B 2.1818 1.6515 1.6552
F 1.8771 2.9332 1.3313
F 3.3859 1.2138 1.1949
F 1.8125 1.2243 2.8815
C 2.5377 2.8925 -6.2159
O 2.3108 3.0885 -4.8219
C 3.3207 3.6415 -4.0886
C 4.6020 3.8349 -4.5881
C 5.5992 4.3392 -3.7635
C 5.3304 4.6541 -2.4435
C 4.0471 4.4692 -1.9550
C 3.0246 3.9746 -2.7608
N 0.4827 4.2119 -2.6575
C -1.0200 3.9493 -2.6617
C -1.6412 2.6008 -3.1215
C -3.0343 2.9447 -3.5427
C -3.8452 1.9920 -3.9986
C -3.4211 0.5950 -3.9976
C -2.2981 0.2086 -3.3957
C -1.3343 1.1357 -2.7100
O -1.2382 0.8315 -1.3624
H 1.5895 2.5654 -6.6351
H 3.2912 2.1212 -6.3881
H 2.8467 3.8214 -6.6969
H 4.8330 3.5933 -5.6154
H 6.5929 4.4828 -4.1661
H 6.1046 5.0451 -1.7991
H 3.8299 4.7103 -0.9204
H 0.5372 5.2181 -2.5113
H -1.5647 4.7248 -2.1404
H -3.3766 3.9709 -3.4801
H -4.8433 2.2381 -4.3365
H -4.0678 -0.1448 -4.4521
H -2.0377 -0.8414 -3.3510
N -3.4404 -5.7663 -2.1654
C -2.6567 -4.8343 -1.6290
N -1.5971 -5.2045 -0.9034
N -2.9998 -3.5596 -1.8604
C -2.2523 -2.6375 -1.3539
N -1.5964 -1.7771 -0.9343
H -3.2696 -6.7501 -2.0569
H -4.2402 -5.4655 -2.6959
H -1.3736 -6.1740 -0.7581
H -0.9851 -4.5187 -0.4838
*
```

The value obtained for the HOMO-LUMO gap (alpha / beta) is 6.90 / 7.31 eV. As for the HOMO energy (alpha / beta): -12.33 / -12.34 eV. As for the expectation value of S²: 2.02.


This record from the Open Molecules 2025 dataset describes a structure of composition C3H2N2O2 in a non-equilibrium geometry. The level of theory is ωB97M-V with the def2-TZVPD basis set.

ORCA input file:
```
! wB97M-V def2-TZVPD RIJCOSX def2/J DEFGRID3
* xyz 0 1
O -2.7851 -0.5076 -0.1663
C -1.8352 0.2215 -0.0767
C -0.3460 -0.2194 -0.0247
N 0.4959 0.7847 0.0597
C 1.7314 0.1860 0.0900
N 1.8563 -1.0906 0.0384
O 0.1284 -1.4203 -0.0554
H -1.9285 1.3292 -0.0226
H 2.6828 0.7166 0.1576
*
```

The value obtained for the HOMO-LUMO gap is 10.21 eV. As for the HOMO energy: -11.03 eV.


Taking the records one at a time from the top gives energy relative to the best compared isomer or geometry (same formula, charge and spin) values of 324.00; 168.62; 464.88; 242.66 kJ/mol.
Taking the records one at a time from the top gives electronic energy values of -682.57187; -328.62201; -7513.43294; -375.41910 a.u..